{"formula": "C3H6N2O", "method": "ωB97M-V/def2-TZVPD", "species": ["C", "C", "N", "N", "C", "O", "H", "H", "H", "H", "H", "H"], "xyz": [[-1.020, 0.483, 0.817], [-0.364, 0.325, -0.535], [-0.818, 0.776, -1.634], [0.831, -0.396, -0.639], [1.616, -1.033, 0.288], [2.641, -1.603, -0.012], [-1.728, 1.315, 0.761], [-0.312, 0.695, 1.622], [-1.583, -0.419, 1.082], [-1.682, 1.290, -1.483], [1.179, -0.445, -1.591], [1.241, -0.988, 1.324]], "atomic_forces_ev_per_a": [[0.00, 0.05, 0.02], [-0.06, 0.00, -0.09], [0.00, -0.02, 0.32], [0.11, -0.03, -0.13], [0.04, -0.03, 0.00], [-0.38, 0.20, 0.16], [0.12, -0.16, 0.02], [-0.03, -0.06, -0.16], [0.17, 0.07, -0.05], [0.07, -0.03, -0.01], [-0.01, -0.01, 0.05], [-0.02, 0.03, -0.11]], "multiplicity": 1, "gap_ev": 10.70, "smiles": "[H]/N=C(\\C)NC=O", "e_homo_ev": -9.9300, "energy_ha": -302.672768}